1.
70
Properties=species:S:1:pos:R:3:forces:R:3 method="wB97M-V/def2-TZVPD" homo_energy_ev=-8.1 total_charge=+1 lumo_energy_ev=-5.1 orbital_gap_ev=3.0 max_force_ev_per_a=1.80 spin_multiplicity=1 total_energy_ha=-3518.62487
N -3.28963 -1.67549 8.88106 -0.1 -0.1 0.1
C -4.25388 -1.99466 7.83052 -0.1 0.2 0.0
C -4.71828 -0.77879 7.03170 -0.1 -0.1 -0.1
C -3.64920 -0.00608 6.24733 -0.2 0.0 0.1
N -2.39441 -0.80171 5.95948 0.0 0.1 -0.5
S -2.41414 -1.64561 4.58038 -0.1 -0.5 -0.1
O -1.39722 -2.70165 4.66628 0.0 0.3 0.2
O -2.43233 -0.91563 3.37627 -0.2 0.1 0.1
F -3.74290 -2.39420 4.74513 0.1 0.1 0.0
H -2.35108 -1.99509 8.70891 0.0 0.1 0.0
H -3.28144 -0.70078 9.14462 0.0 0.0 0.0
H -3.86059 -2.76446 7.16554 0.1 0.0 0.1
H -5.14782 -2.41641 8.29257 0.0 -0.1 -0.2
H -5.52380 -1.07077 6.35599 0.0 -0.1 0.1
H -5.16715 -0.08370 7.74593 -0.1 0.1 -0.1
H -4.05142 0.37250 5.30592 0.0 0.1 0.1
H -3.31375 0.85373 6.82281 0.2 -0.1 -0.1
H -1.60918 -0.15891 5.83443 0.0 0.0 0.3
Al 0.02898 -3.54146 5.77629 0.1 -0.3 -0.1
C -0.23692 -0.60702 1.14958 0.0 0.5 -0.3
C 1.07694 -1.19233 0.60865 -0.8 0.0 0.6
C 0.87466 -2.69924 0.48211 0.5 -0.4 -0.3
C -0.11094 -3.14422 -0.58371 -0.3 -0.2 -0.2
C -0.22118 -2.19412 -1.78587 0.0 0.2 0.5
C 1.01917 -1.33032 -2.01169 -1.1 0.0 -0.6
N 1.36969 -0.60654 -0.73236 1.6 -0.8 0.0
O 2.19409 0.25488 -0.80825 -0.6 0.2 0.0
C 0.71749 -0.28048 -3.07803 0.2 0.3 0.1
C 2.22968 -2.17364 -2.41750 0.3 0.1 0.3
C 2.21722 -0.87771 1.56015 0.1 0.2 -0.1
H -0.16442 0.46863 1.32192 0.0 0.0 0.0
H -0.42344 -1.11139 2.09195 0.0 0.0 0.0
H -1.08973 -0.79224 0.49822 0.0 -0.1 0.0
H 1.83482 -3.19285 0.33034 0.0 0.0 0.1
H 0.53482 -3.05740 1.45461 0.1 -0.1 0.0
H 0.17929 -4.15490 -0.86608 -0.1 0.0 0.1
H -1.10590 -3.24498 -0.15017 0.0 -0.1 0.0
H -0.41284 -2.74718 -2.70405 0.1 0.0 0.0
H -1.08175 -1.53044 -1.66025 0.0 0.1 -0.1
H -0.06913 0.40162 -2.75180 0.0 0.0 0.0
H 0.37314 -0.78639 -3.97727 0.0 0.0 0.0
H 1.60182 0.30307 -3.33167 0.0 0.0 0.0
H 1.96419 -2.66849 -3.35015 0.0 0.0 0.0
H 2.48019 -2.93817 -1.68520 -0.1 0.0 0.0
H 3.10338 -1.54471 -2.58825 0.0 0.0 0.0
H 1.96548 -1.33156 2.51702 0.0 0.0 0.0
H 2.36114 0.19123 1.70605 0.0 0.0 0.0
H 3.15447 -1.31082 1.21130 0.0 0.0 0.0
C 0.16011 2.67978 -5.80221 0.0 0.0 0.0
Cl 0.14489 1.12465 -6.63795 0.0 0.0 0.0
Cl 0.42674 4.00267 -6.92537 0.0 0.0 0.0
Cl -1.33251 2.90919 -4.88584 0.0 0.0 0.0
H 0.98044 2.66966 -5.09695 0.0 0.0 0.0
O -6.46132 -1.48302 10.09670 0.2 0.1 0.0
H -5.50097 -1.50671 10.19059 0.0 -0.1 0.1
H -6.78159 -1.39911 11.00093 -0.1 0.0 0.0
C 6.66293 6.42361 -8.42086 0.1 0.0 0.0
O 5.83240 5.80709 -9.41076 0.0 0.0 0.0
C 4.53148 5.83670 -9.13408 0.0 0.0 0.0
O 4.02929 6.31662 -8.14994 0.0 0.0 0.0
O 3.87702 5.24149 -10.12983 0.0 0.0 0.0
C 2.45635 5.22099 -9.96708 -0.1 0.0 0.0
H 7.67860 6.31885 -8.78831 0.0 0.0 0.0
H 6.40869 7.47567 -8.31016 0.0 0.0 0.0
H 6.55417 5.91932 -7.46272 0.0 0.0 0.0
H 2.06004 6.23409 -9.92725 0.0 0.0 0.0
H 2.18579 4.69051 -9.05635 0.0 0.0 0.0
H 2.06545 4.70356 -10.83732 0.0 0.0 0.0
O 0.46208 -5.69492 1.13355 0.1 0.8 0.2
H -0.20626 -5.17380 1.60045 -0.2 -0.2 0.0

=====

2.
64
Properties=species:S:1:pos:R:3:forces:R:3 method="wB97M-V/def2-TZVPD" homo_energy_ev="-10.4 / -10.4" total_charge=+1 lumo_energy_ev="-3.3 / -8.0" orbital_gap_ev="7.1 / 2.5" max_force_ev_per_a=4.69 spin_multiplicity=2 total_energy_ha=-1356.68932
Li 9.54884 8.59995 22.83530 0.0 -0.1 -0.4
Li 11.12804 8.89467 24.95821 -0.3 0.1 -0.5
O 10.10207 7.37354 24.26095 0.8 0.4 0.2
H 10.28607 6.44300 24.49501 -0.3 0.4 -0.2
O 10.49724 10.12916 23.57026 0.1 -0.4 0.6
H 10.56576 11.09679 23.45398 0.0 -0.6 0.0
C 12.22711 16.19068 27.81011 -1.1 -0.2 -1.5
C 11.20227 15.84418 26.70598 1.6 -1.5 -1.0
N 11.80817 14.78906 25.78487 -0.4 -0.6 -0.2
C 10.73353 14.03712 25.07195 1.6 -0.4 -1.5
C 9.84007 13.21347 25.94962 -0.5 0.8 1.7
C 12.99279 15.24943 24.91380 -1.5 -0.4 0.8
C 13.70214 14.08394 24.15685 -2.0 0.4 1.1
H 13.15199 16.54833 27.35757 -0.1 0.4 0.5
H 12.40827 15.22054 28.27282 0.2 0.4 0.5
H 11.69388 16.91356 28.42753 0.7 0.0 0.4
H 10.37538 15.38122 27.24452 -0.2 0.0 -0.4
H 10.82558 16.65188 26.07843 0.0 0.5 0.3
H 10.18241 14.58572 24.30814 -0.6 1.0 0.4
H 11.16034 13.34339 24.34761 1.0 -0.3 0.2
H 9.45356 12.23960 25.64916 0.0 0.2 -0.8
H 10.37169 13.00043 26.87704 0.2 0.0 0.1
H 9.01838 13.86789 26.24058 -0.4 -0.5 0.2
H 13.66294 15.74249 25.61801 0.1 -0.1 -0.3
H 12.60127 15.99272 24.21931 0.2 0.3 -0.3
H 12.99165 13.75101 23.40025 0.4 0.2 -0.6
H 13.65236 13.25478 24.86263 0.9 -0.1 0.1
H 14.68597 14.34037 23.76390 -0.2 -0.2 0.1
C 7.51031 5.95410 21.99417 -1.2 1.1 -0.1
C 7.55112 7.22367 21.14480 2.0 0.0 -1.3
N 7.67541 8.51344 21.85711 1.2 -0.5 1.3
C 7.51245 9.69849 21.04797 -1.0 0.2 -1.9
C 8.36088 9.78904 19.78690 1.1 -0.1 0.3
C 6.82755 8.60545 23.03214 -0.5 -0.6 1.1
C 7.36148 9.48874 24.16646 -0.1 1.5 0.3
H 6.43499 5.82681 22.11904 0.1 -0.7 0.9
H 8.03110 6.17933 22.92485 -0.1 -0.6 0.1
H 7.89496 5.06615 21.49251 0.2 0.3 0.0
H 8.48980 7.14305 20.59664 0.1 0.2 -0.4
H 6.79800 7.22730 20.35684 -0.5 0.1 0.2
H 6.48868 9.70770 20.67391 -0.6 0.1 0.2
H 7.64224 10.61223 21.62790 0.1 -0.2 0.2
H 9.38209 9.95588 20.12952 0.4 -0.1 -0.3
H 8.35556 8.91396 19.13705 -0.1 -0.2 0.3
H 8.12157 10.62419 19.12860 -0.3 0.2 0.4
H 6.67714 7.59794 23.41996 0.0 0.1 0.1
H 5.83445 8.93268 22.72429 -0.3 0.3 0.2
H 8.23435 9.25016 24.77413 0.3 -0.9 -0.6
H 6.68015 9.74083 24.97908 -0.8 -0.5 -0.3
H 7.57622 10.49471 23.80586 0.2 0.1 -0.3
C 12.28733 11.21456 20.10415 1.6 -2.2 -0.3
C 12.95114 10.14292 21.02022 -1.3 1.3 0.7
O 13.13289 8.90408 20.32211 -2.6 -2.6 0.1
C 12.14763 7.87861 20.45206 -0.6 3.3 3.3
O 11.25657 7.83958 21.33854 3.0 0.2 -3.3
C 12.33554 6.80262 19.38748 1.0 -1.8 0.1
F 13.23410 7.08982 18.47831 0.2 1.0 -0.6
F 12.79350 5.66645 19.95223 -0.2 0.2 0.8
F 11.19956 6.48921 18.80889 -0.9 0.4 -0.3
H 11.93897 12.09266 20.64792 0.3 -0.1 -0.2
H 11.50969 10.69715 19.54230 -0.3 0.4 0.0
H 13.15979 11.30772 19.45744 -0.6 1.4 -0.7
H 12.27991 10.10149 21.87802 0.4 -1.0 0.4
H 13.94426 10.49463 21.29975 -0.1 -0.3 0.2